1.
71
Properties=species:S:1:pos:R:3:forces:R:3 method="wB97M-V/def2-TZVPD" homo_ev="-8.15 / -8.15" gap_ev="6.50 / 6.50" max_force_ev_per_a=0.8
Cu 0.32693 1.48770 -0.33748 0.277 0.047 0.489
O -1.51285 1.86739 0.37626 -0.205 0.283 -0.121
C -1.62368 3.27781 0.20745 0.110 -0.270 -0.007
C -1.29922 3.59501 -1.23021 -0.059 -0.108 -0.022
C -1.98611 4.52590 -1.97884 0.015 0.077 -0.045
C -1.77171 4.57224 -3.34939 -0.023 0.035 0.032
C -0.89388 3.67347 -3.92142 0.026 0.035 -0.048
C -0.20421 2.80183 -3.09808 0.140 0.017 0.076
N -0.37548 2.78825 -1.77764 -0.048 -0.268 -0.002
H -2.02945 1.40632 -0.42034 -0.057 -0.091 0.027
H -0.91546 3.74808 0.89543 0.006 0.027 0.019
H -2.62761 3.62054 0.45807 -0.042 0.023 -0.013
H -2.70821 5.17323 -1.49895 -0.019 -0.039 -0.018
H -2.31830 5.27627 -3.96343 -0.002 -0.010 0.001
H -0.75070 3.61912 -4.99126 0.023 0.014 0.025
H 0.48602 2.08324 -3.51320 -0.138 0.018 0.052
S 1.21681 1.52603 1.78025 -0.304 0.342 -0.353
C 1.44848 -0.03542 2.54812 0.166 -0.129 -0.055
C 2.52440 -0.03947 3.45343 0.001 0.046 -0.022
C 2.83331 -1.12956 4.24198 0.029 -0.011 0.046
C 2.07522 -2.28804 4.15923 0.020 0.025 -0.002
C 1.00819 -2.31266 3.28331 0.052 0.197 -0.028
C 0.68794 -1.21018 2.47864 0.052 -0.297 0.171
As -0.76508 -1.72874 1.33636 0.534 0.351 -0.554
C -1.96670 -2.43924 2.68214 -0.181 0.067 0.032
C -2.42238 -1.53257 3.63975 -0.027 -0.165 -0.014
C -3.34708 -1.93486 4.58854 0.011 -0.024 -0.009
C -3.82202 -3.24214 4.58258 -0.006 0.000 -0.009
C -3.36512 -4.14516 3.63572 -0.008 -0.007 0.025
C -2.43742 -3.74454 2.68055 0.049 0.009 0.074
C -0.38625 -3.17786 0.16253 -0.098 -0.152 0.033
C -1.44064 -3.80401 -0.49741 0.118 0.040 0.057
C -1.16259 -4.76453 -1.45860 0.029 0.007 -0.018
C 0.15477 -5.10046 -1.73597 -0.004 -0.022 -0.014
C 1.19933 -4.48216 -1.06106 0.011 -0.025 -0.011
C 0.93465 -3.50878 -0.11191 -0.121 -0.020 -0.051
H 3.12034 0.86148 3.52097 0.019 -0.031 0.002
H 3.67786 -1.07696 4.91799 -0.023 0.017 -0.008
H 2.30524 -3.15224 4.76777 0.001 0.002 -0.027
H 0.40388 -3.20928 3.22299 -0.017 -0.043 0.015
H -2.05598 -0.51295 3.63768 -0.002 0.046 0.015
H -3.70159 -1.23123 5.33054 -0.005 -0.001 -0.006
H -4.55472 -3.55450 5.31599 0.028 0.004 0.006
H -3.73277 -5.16357 3.63494 0.006 0.014 -0.002
H -2.07980 -4.45507 1.94623 -0.018 -0.011 0.018
H -2.46433 -3.52089 -0.28409 -0.018 0.002 -0.035
H -1.96964 -5.22810 -2.00930 -0.006 -0.004 0.015
H 0.36738 -5.84020 -2.49720 0.010 0.022 0.013
H 2.22413 -4.73803 -1.29599 -0.013 -0.005 0.002
H 1.74099 -2.98872 0.38714 0.039 0.018 -0.009
Cl 2.71018 1.19404 -4.05488 0.058 -0.075 -0.060
C 2.90790 2.56015 -3.00503 0.077 0.042 0.031
C 3.33206 3.75804 -3.56080 0.023 0.017 -0.048
C 3.54759 4.85814 -2.74857 -0.027 0.020 0.007
C 3.36390 4.75292 -1.37418 0.029 -0.030 -0.020
C 2.93643 3.55644 -0.83280 -0.033 0.043 0.077
C 2.66846 2.44016 -1.63415 -0.059 -0.081 0.116
C 2.15891 1.20556 -1.00957 0.207 -0.001 0.027
H 3.49044 3.81675 -4.62974 0.015 -0.013 0.033
H 3.86404 5.79571 -3.18803 0.015 -0.035 0.005
H 3.55892 5.60148 -0.73161 -0.029 -0.008 -0.003
H 2.77655 3.46374 0.23676 0.009 0.012 -0.043
H 2.71691 0.91487 -0.13278 0.123 -0.125 -0.087
H 1.93965 0.36522 -1.67133 -0.170 0.081 0.032
F 0.21679 -0.67757 -0.07829 -0.336 -0.105 0.162
Sb -1.38328 -1.02442 -2.64508 -0.161 -0.152 0.009
F 0.51902 -1.29222 -2.83887 0.303 0.105 0.121
F -2.03295 -0.74633 0.73212 -0.194 0.140 0.016
F -1.73009 -2.31973 -4.04200 -0.148 -0.142 -0.180
F -2.41163 0.85541 -1.63426 0.050 0.109 0.136
F -1.19475 0.30989 -3.99772 -0.079 0.143 -0.079

---

2.
11
Properties=species:S:1:pos:R:3:forces:R:3 method="wB97M-V/def2-TZVPD" homo_ev=-8.24 gap_ev=9.10 max_force_ev_per_a=4.2
C 0.14000 0.89375 -0.83380 -0.614 0.445 1.626
C -0.02361 0.08365 0.22399 0.158 -0.282 -2.475
N 3.15979 0.95525 -0.67804 0.849 -1.354 0.887
N 3.06234 0.11330 0.08956 0.131 2.981 -2.902
N 2.52499 -0.57614 0.89750 -0.392 -1.637 2.854
S 0.13168 -1.64125 -0.04136 -0.942 -0.910 0.486
H 0.28551 0.75500 -1.90443 0.175 -0.531 0.536
H -0.00142 1.87918 -0.47646 0.001 1.424 -0.505
H -0.32738 0.49893 1.16904 0.192 -0.305 0.291
H 2.92605 -1.45675 1.21791 0.339 0.403 -0.519
H 0.59896 -1.44958 -1.26855 0.103 -0.232 -0.278

---

3.
78
Properties=species:S:1:pos:R:3:forces:R:3 method="wB97M-V/def2-TZVPD" homo_ev=-9.16 gap_ev=7.07 max_force_ev_per_a=4.7
C 6.17723 -1.88605 1.18262 -0.233 0.376 -0.531
C 6.43284 -1.15785 -0.25425 0.902 -0.633 0.854
C 6.24862 0.43172 -0.20159 1.382 -0.127 0.319
N 5.27427 0.98883 -1.19106 -1.962 0.432 1.369
C 3.91021 0.48864 -0.98898 -1.598 -3.147 -1.607
C 3.45566 -0.58453 -1.80009 0.163 1.501 1.887
C 1.98233 -1.13531 -1.66518 0.374 -0.419 -1.830
O 1.49226 -1.75300 -2.63345 0.941 1.723 3.382
C 1.16370 -0.83353 -0.31125 0.706 0.836 1.104
C -0.07920 -1.78260 -0.03377 0.062 -0.682 -0.792
C 0.26005 -3.34279 -0.17099 3.741 -1.078 -0.149
O 1.39948 -3.82662 -0.23246 -4.157 2.128 0.295
Cl -1.12994 -4.56578 -0.21650 0.813 1.568 0.095
C 1.55898 0.25579 0.52714 -0.032 -2.788 -2.420
P 0.56418 0.64247 2.07872 -1.136 1.791 1.514
O 0.64953 -0.56249 3.28305 0.081 0.528 -2.727
O -1.10521 0.70790 1.62100 3.050 -0.963 -0.655
S 0.96948 2.34094 2.90821 0.171 -0.850 -0.561
C 2.85486 1.08780 0.04636 1.049 3.295 0.763
O 3.08206 2.27097 0.43013 -1.015 -4.215 -1.194
H 6.16411 -1.09635 2.00213 0.022 -1.079 -0.956
H 5.17268 -2.43754 1.18721 1.457 0.757 0.066
H 7.01995 -2.61843 1.40648 -1.239 0.890 -0.288
H 5.83217 -1.68715 -1.06092 0.640 0.976 1.019
H 7.54011 -1.37909 -0.49298 -1.754 0.505 0.167
H 6.03009 0.80969 0.86042 0.139 -0.776 -1.327
H 7.27462 0.88418 -0.47655 -1.703 -0.541 0.351
H 5.20878 2.00985 -1.00012 0.228 -0.815 -0.252
H 4.16323 -1.06011 -2.56736 -1.505 0.862 1.085
H -0.85612 -1.55120 -0.85134 0.926 -0.256 1.428
H -0.55354 -1.64214 0.99079 0.578 -0.042 -1.396
H 1.37679 -1.19825 3.10361 -0.541 0.394 0.101
H -1.05986 0.98098 0.66790 -0.437 -0.280 0.892
C 1.05348 5.69319 -0.51045 0.051 0.130 0.070
C 0.12033 4.78626 -1.28698 0.286 -0.009 0.264
O 0.85129 4.05596 -2.26632 0.053 -0.276 -0.368
H 1.55887 6.39074 -1.18345 -0.138 -0.020 0.005
H 0.50536 6.26416 0.24257 0.074 -0.040 0.004
H 1.83285 5.10993 -0.01148 -0.133 -0.018 0.087
H -0.64321 5.37327 -1.80145 0.094 -0.168 -0.124
H -0.38037 4.07634 -0.62070 -0.103 0.135 0.086
H 1.51875 3.53300 -1.80154 -0.111 0.152 -0.063
C -3.22755 0.17415 -3.71122 0.006 0.114 -0.070
C -2.41606 -0.84764 -2.94094 -0.333 0.106 -0.259
O -2.20772 -0.40317 -1.60107 -0.043 0.178 0.210
H -2.71582 1.13992 -3.72309 0.045 -0.117 -0.044
H -3.38916 -0.15206 -4.74097 -0.033 0.034 0.061
H -4.20004 0.33403 -3.23622 -0.012 -0.104 -0.083
H -1.43785 -0.98823 -3.40570 0.012 0.026 0.228
H -2.92827 -1.81447 -2.91499 0.053 -0.022 -0.123
H -3.07649 -0.28911 -1.19211 0.171 -0.036 -0.034
C 0.31653 3.65485 -6.71840 -0.031 0.079 -0.167
C 0.08828 2.36637 -5.95294 0.163 0.330 0.241
O 1.09935 2.19263 -4.96951 0.086 -0.186 0.042
H 1.29673 3.64485 -7.20175 -0.097 -0.081 0.000
H -0.45205 3.79709 -7.48220 0.038 0.060 0.027
H 0.30315 4.51413 -6.04176 -0.109 -0.046 -0.024
H 0.12385 1.50892 -6.62835 0.084 -0.014 0.161
H -0.88795 2.37469 -5.45641 -0.128 -0.014 -0.166
H 1.05597 2.95017 -4.37010 -0.048 -0.084 0.051
C -1.80343 -2.06213 5.67559 0.027 -0.145 0.200
C -2.92135 -1.92682 4.66083 0.465 0.211 -0.137
O -2.86470 -0.65146 4.03632 -0.217 -0.003 -0.083
H -1.87902 -1.28022 6.43526 -0.077 -0.080 -0.060
H -1.83847 -3.03720 6.16803 0.057 0.037 0.000
H -0.82851 -1.94592 5.19424 -0.068 -0.081 -0.020
H -3.89414 -2.02161 5.14936 0.010 0.152 -0.085
H -2.84555 -2.70064 3.88864 -0.052 -0.199 0.108
H -2.00583 -0.57859 3.59909 -0.189 0.089 0.068
C -7.14689 -3.17506 5.30736 -0.136 -0.005 0.118
C -6.83161 -3.97226 4.05690 0.273 0.295 0.155
O -6.35041 -3.11113 3.03219 0.064 0.009 -0.173
H -7.89607 -2.40846 5.09435 0.014 -0.119 -0.014
H -7.52330 -3.82538 6.10072 0.042 0.069 0.016
H -6.25489 -2.65688 5.67120 -0.011 -0.108 0.044
H -7.72920 -4.47022 3.68485 0.124 0.091 -0.131
H -6.07280 -4.73489 4.26091 -0.127 -0.134 0.103
H -5.55049 -2.68008 3.36476 -0.212 -0.060 -0.127

---

4.
8
Properties=species:S:1:pos:R:3:forces:R:3 method="wB97M-V/def2-TZVPD" homo_ev=-2.91 charge=-1 gap_ev=6.61 max_force_ev_per_a=1.1
S 1.35766 1.33149 2.29415 -0.117 0.043 -0.187
H 0.88648 0.45742 3.19102 -0.013 -0.071 0.141
C -0.43354 -0.27578 -1.39079 0.054 -0.689 -0.904
S -0.59567 -1.02244 0.25573 -0.101 0.575 0.297
H -1.33079 -0.37976 -2.00970 -0.376 0.116 0.549
H -0.15645 0.77403 -1.41783 0.196 -0.022 0.365
H 0.27180 -0.87903 -1.97596 0.355 0.402 0.260
H 0.00052 -0.00593 1.05338 0.002 -0.354 -0.520

---

5.
25
Properties=species:S:1:pos:R:3:forces:R:3 method="wB97M-V/def2-TZVPD" homo_ev="-8.18 / -7.32" gap_ev="8.44 / 7.44" max_force_ev_per_a=4.5
C -0.49623 -0.06229 -0.63851 -0.012 -0.311 0.217
C 0.42728 -0.97020 -0.88695 0.018 0.281 -0.308
C 3.78361 -0.49275 0.10315 -3.770 -2.475 0.052
C -3.42482 -0.88411 -0.93030 -0.016 0.256 0.110
C -1.06252 0.96809 1.53610 -0.031 -0.253 -0.056
C 4.67074 1.63841 -0.51379 0.250 1.157 -0.014
C -2.89482 0.20039 0.00000 0.152 -0.347 -0.046
C -1.47086 -0.08400 0.49922 -0.110 0.266 0.078
N 3.58423 -1.31381 1.00617 1.163 0.384 0.550
O 4.60969 0.33839 -0.26981 2.778 0.951 -0.355
F 0.58862 -2.07205 -0.12339 -0.051 -0.157 0.198
H -0.54463 0.79418 -1.29319 0.109 0.107 -0.229
H -4.42992 -0.63243 -1.26173 -0.084 -0.071 -0.093
H -3.46256 -1.84465 -0.42145 0.003 -0.129 0.021
H -2.78606 -0.98339 -1.80489 0.023 -0.073 -0.112
H -1.75523 0.95173 2.37349 -0.079 0.059 0.134
H -0.06175 0.77435 1.91217 0.121 0.015 0.051
H -1.07953 1.96303 1.09525 0.009 0.127 -0.035
H 1.13931 -0.94861 -1.69908 0.022 0.046 -0.016
H 5.53639 1.93363 -1.08037 0.006 -0.192 -0.079
H 4.21738 2.32159 0.18350 -0.349 -0.118 0.108
H -3.55294 0.28807 0.86627 -0.026 0.090 0.032
H -2.90555 1.16125 -0.52174 0.008 0.090 0.069
H -1.45218 -1.07110 0.96824 -0.004 0.004 -0.003
H 2.82236 -1.97371 0.90165 -0.131 0.292 -0.272

---

Per-record energy above the lowest of the compared OMol25 structures with the same formula, charge and spin, kcal/mol: 30.6 96.8 65.9 4.0 93.5
Per-record energy, a.u.: -6901.6515 -641.5297 -2832.7225 -837.4964 -542.8906